Formula: C18H33N6OReS3
Source: OMol25
Level of theory: ωB97M-V/def2-TZVPD

Atoms and positions in Å:
Re  -0.031  0.619  0.570
C  -6.071  -2.209  0.605
C  -4.570  -2.423  0.648
N  -3.887  -1.174  1.052
C  -2.773  -0.720  0.507
S  -2.254  0.954  1.022
N  -2.047  -1.383  -0.351
N  -1.062  -0.485  -0.821
C  -1.078  -0.145  -2.069
C  -1.887  -0.852  -3.088
C  -0.355  1.123  -2.338
C  -0.213  1.674  -3.586
C  0.356  2.948  -3.707
C  0.750  3.618  -2.569
C  0.587  2.994  -1.337
N  0.053  1.779  -1.215
H  -6.561  -3.140  0.323
H  -6.345  -1.446  -0.123
H  -6.460  -1.920  1.583
H  -4.167  -2.707  -0.322
H  -4.301  -3.204  1.360
H  -4.352  -0.595  1.737
H  -2.878  -1.061  -2.684
H  -1.433  -1.824  -3.301
H  -1.980  -0.293  -4.013
H  -0.549  1.143  -4.465
H  0.463  3.406  -4.682
H  1.170  4.613  -2.613
H  0.874  3.496  -0.424
C  2.019  -1.227  1.652
C  1.029  -1.402  2.780
N  -0.212  -0.633  2.436
C  -0.689  0.176  3.608
C  0.065  1.487  3.782
S  0.339  2.400  2.204
C  2.148  2.485  2.152
C  2.719  1.087  2.179
N  1.978  0.199  1.241
H  1.737  -1.823  0.783
H  3.026  -1.520  1.954
H  1.423  -1.026  3.723
H  0.797  -2.455  2.933
H  -0.944  -1.314  2.243
H  -0.601  -0.415  4.522
H  -1.743  0.381  3.455
H  1.042  1.360  4.244
H  -0.508  2.147  4.432
H  2.512  3.105  2.971
H  2.381  3.002  1.220
H  2.655  0.661  3.176
H  3.777  1.094  1.911
H  2.399  0.242  0.290
C  3.491  -2.301  -1.953
S  2.365  -1.051  -2.524
C  3.511  -0.036  -3.428
O  1.982  -0.215  -1.285
H  3.856  -2.847  -2.824
H  2.939  -2.990  -1.316
H  4.319  -1.834  -1.420
H  3.934  -0.634  -4.235
H  4.293  0.309  -2.751
H  2.962  0.802  -3.852

charge = +3
energy above the lowest of the compared OMol25 structures with the same formula, charge and spin = 1.361 eV
E = -2381.37199 a.u.
max |F| = 0.4 eV/Å
spin multiplicity = 2


Formula: C9H20GeMoO2S4SbSe2
Source: OMol25
Level of theory: ωB97M-V/def2-TZVPD

Atoms and positions in Å:
Mo  -0.911  0.898  0.548
S  0.612  4.841  3.008
Sb  -1.033  4.344  1.557
S  -0.022  2.963  -0.313
S  -2.035  2.198  2.148
S  -2.459  5.778  0.586
O  -2.566  -0.479  1.198
C  -2.615  -1.903  1.084
C  -2.031  -2.339  -0.253
C  -2.599  -3.756  -0.482
O  -1.987  -4.467  -1.542
C  -2.549  -1.439  -1.386
Se  -1.650  0.292  -1.680
C  -0.499  -2.439  -0.192
Se  0.500  -1.131  0.893
H  -2.900  -0.188  2.056
H  -3.664  -2.208  1.152
H  -2.047  -2.359  1.900
H  -3.683  -3.686  -0.638
H  -2.426  -4.362  0.412
H  -2.052  -3.939  -2.344
H  -3.613  -1.247  -1.234
H  -2.451  -1.959  -2.343
H  -0.089  -2.362  -1.200
H  -0.222  -3.417  0.204
C  3.804  0.339  1.005
Ge  2.690  1.483  -0.132
C  2.387  0.662  -1.881
C  3.623  3.193  -0.358
C  0.970  1.891  0.702
H  4.853  0.490  0.743
H  3.544  -0.709  0.866
H  3.674  0.591  2.058
H  3.327  0.320  -2.316
H  1.927  1.379  -2.563
H  1.714  -0.187  -1.767
H  4.578  3.058  -0.870
H  3.805  3.654  0.614
H  3.010  3.879  -0.944
H  1.083  2.324  1.703

charge = -1
energy above the lowest of the compared OMol25 structures with the same formula, charge and spin = 0.009 eV
E = -9286.54963 a.u.
max |F| = 0.3 eV/Å
spin multiplicity = 1